Computed, not measured: C3H3ClN2 as an isolated structure at a distorted geometry, with ωB97M-V with the def2-TZVPD basis set.

Values from the calculation:
* energy above the lowest of the compared OMol25 structures with the same formula, charge and spin: 86.30 kcal per mole
* gap between HOMO and LUMO: 8.0 eV

Positions of all 9 atoms, in Å:
Cl: 3.832 0.497 -0.794
N: -1.552 1.209 -0.133
N: 0.460 0.224 0.539
C: -0.383 1.131 0.315
C: -0.500 -0.771 0.288
C: -1.689 -0.184 -0.114
H: -2.639 -0.610 -0.364
H: 2.705 0.297 -0.205
H: -0.236 -1.793 0.469

Atom charges from the natural (NBO) analysis, given in e for atoms 1 to 2:
1. Cl -0.29
2. N -0.47